(1)
DFT (the ωB97M-V functional and the def2-TZVPD basis) results for a 2-piece molecular cluster, C5H12O2 overall.

CARTESIAN COORDINATES (ANGSTROEM)
C 2.475 -0.556 0.303
C 2.099 0.034 -0.823
O 2.416 -0.436 -2.045
O 1.353 1.175 -0.896
H 3.060 -1.452 0.273
H 2.219 -0.148 1.262
H 2.024 0.151 -2.704
H 1.117 1.468 -0.007
C -1.764 -0.489 -0.748
C -1.297 -0.532 0.703
C -1.446 0.827 1.379
H -1.692 -1.475 -1.201
H -1.152 0.199 -1.323
H -2.796 -0.160 -0.809
H -1.882 -1.271 1.254
H -0.252 -0.850 0.735
H -2.502 1.098 1.458
H -0.955 1.605 0.804
H -1.027 0.812 2.384

## Properties
E_HOMO: -0.3196 Ha
energy above the lowest of the compared OMol25 structures with the same formula, charge and spin: 111.3 kJ/mol
F_max: 0.5 eV/Å
2S+1: 1

(2)
DFT (the ωB97M-V functional and the def2-TZVPD basis) results for one molecule with the formula C5H12O2.

CARTESIAN COORDINATES (ANGSTROEM)
C 3.229 0.769 -0.424
C 2.306 -0.397 -0.125
O 0.994 -0.007 -0.477
C -0.011 -0.553 0.338
C -1.336 -0.023 -0.175
O -2.337 -0.411 0.731
C -3.602 0.063 0.353
H 2.960 1.622 0.207
H 3.114 1.063 -1.472
H 4.277 0.511 -0.238
H 2.358 -0.668 0.941
H 2.592 -1.291 -0.699
H -0.007 -1.654 0.311
H 0.128 -0.241 1.386
H -1.275 1.075 -0.256
H -1.542 -0.418 -1.184
H -3.917 -0.343 -0.622
H -3.619 1.162 0.287
H -4.313 -0.257 1.118

## Properties
E_HOMO: -0.3589 Ha
energy above the lowest of the compared OMol25 structures with the same formula, charge and spin: 155.7 kJ/mol
F_max: 0.3 eV/Å
2S+1: 1

(3)
DFT (the ωB97M-V functional and the def2-TZVPD basis) results for one molecule with the formula C5H12O2 at a distorted geometry.

CARTESIAN COORDINATES (ANGSTROEM)
C -2.239 -0.963 -0.012
C -0.993 -0.125 -0.280
C -1.300 1.319 -0.017
O -0.094 -0.497 0.821
C 1.138 0.101 0.851
C 2.031 -0.344 -0.383
O 3.393 0.033 -0.201
H -2.889 -0.917 -0.946
H -1.656 -1.935 -0.128
H -2.612 -0.587 0.943
H -0.635 -0.278 -1.170
H -2.225 1.539 -0.871
H -1.690 1.487 0.880
H -0.505 1.879 -0.474
H 1.863 -0.229 1.643
H 1.208 1.123 0.917
H 2.133 -1.390 -0.753
H 1.509 -0.020 -1.390
H 3.564 -0.197 0.571

## Properties
E_HOMO: -0.3634 Ha
energy above the lowest of the compared OMol25 structures with the same formula, charge and spin: 449.9 kJ/mol
F_max: 12.3 eV/Å
2S+1: 1

(4)
DFT (the ωB97M-V functional and the def2-TZVPD basis) results for one molecule with the formula C5H12O2.

CARTESIAN COORDINATES (ANGSTROEM)
C -0.438 -2.599 0.874
O 0.156 -1.582 0.107
C -0.691 -0.459 -0.055
C 0.042 0.626 -0.832
C -0.881 1.826 -1.040
C 1.318 1.067 -0.106
O 2.342 0.103 -0.098
H -0.636 -2.264 1.903
H -1.389 -2.924 0.427
H 0.252 -3.445 0.890
H -1.611 -0.765 -0.583
H -0.987 -0.068 0.936
H 0.340 0.203 -1.801
H -0.400 2.573 -1.679
H -1.111 2.315 -0.084
H -1.830 1.540 -1.507
H 1.723 1.956 -0.604
H 1.037 1.375 0.920
H 1.923 -0.734 0.154

## Properties
E_HOMO: -0.3626 Ha
energy above the lowest of the compared OMol25 structures with the same formula, charge and spin: 106.3 kJ/mol
F_max: 0.4 eV/Å
2S+1: 1

(5)
DFT (the ωB97M-V functional and the def2-TZVPD basis) results for a 2-piece molecular cluster, C5H12O2 overall at a distorted geometry.

CARTESIAN COORDINATES (ANGSTROEM)
C -1.561 0.216 0.421
C -1.138 0.268 -1.059
C 0.221 1.016 -1.285
C 1.115 1.403 -0.340
C 1.398 0.830 1.019
O 0.901 1.623 2.069
H -0.683 -0.024 1.008
H -2.380 -0.478 0.604
H -1.845 1.223 0.752
H -1.894 0.761 -1.678
H -0.872 -0.801 -1.240
H 0.545 0.926 -2.313
H 1.703 2.294 -0.603
H 2.499 0.811 0.933
H 1.167 -0.250 1.066
H 1.136 1.213 2.916
O 0.023 -3.571 -1.111
H -0.587 -3.088 -0.540
H 0.251 -4.372 -0.619

## Properties
E_HOMO: -0.3214 Ha
energy above the lowest of the compared OMol25 structures with the same formula, charge and spin: 279.5 kJ/mol
F_max: 2.8 eV/Å
2S+1: 1

(6)
DFT (the ωB97M-V functional and the def2-TZVPD basis) results for one molecule with the formula C5H12O2.

CARTESIAN COORDINATES (ANGSTROEM)
C 2.287 0.156 1.478
C 0.848 0.531 1.096
C 0.457 0.145 -0.362
O 0.808 -1.197 -0.630
C -1.085 0.326 -0.584
C -1.791 -0.324 -1.826
O -1.685 -0.222 0.599
H 2.465 -0.912 1.331
H 3.034 0.701 0.889
H 2.483 0.380 2.535
H 0.157 0.021 1.771
H 0.702 1.609 1.267
H 1.083 0.762 -1.031
H 0.182 -1.704 -0.096
H -1.242 1.414 -0.569
H -2.381 -1.158 -1.422
H -2.549 0.317 -2.306
H -1.149 -0.775 -2.590
H -2.624 -0.069 0.449

## Properties
E_HOMO: -0.3679 Ha
energy above the lowest of the compared OMol25 structures with the same formula, charge and spin: 101.8 kJ/mol
F_max: 1.0 eV/Å
2S+1: 1

Q: Among the records above, which one has the highest E_HOMO?
A: number 1

Q: Which value of E_HOMO does entry 5 give?
A: -0.3214 Ha

Q: What is the E_HOMO in the second record?
A: -0.3589 Ha